Entry 1:
{
  "formula": "C19H29N3O3S2",
  "method": "ωB97M-V/def2-TZVPD",
  "spin_multiplicity": 1,
  "smiles": "CCN1CCN(C(=O)C2CCN(S(=O)(=O)c3ccc(SC)cc3)CC2)CC1",
  "homo_energy_ev": -8.504,
  "energy_ev": -52457.0737,
  "lumo_energy_ev": 0.56,
  "orbital_gap_ev": 9.063,
  "elements": ["H", "H", "C", "O", "H", "H", "C", "S", "H", "C", "C", "C", "H", "H", "H", "H", "N", "H", "H", "C", "C", "H", "H", "H", "O", "H", "H", "C", "H", "C", "C", "C", "H", "C", "H", "H", "C", "C", "C", "H", "O", "N", "H", "C", "H", "N", "H", "H", "C", "H", "C", "S", "H", "H", "C", "H"],
  "coordinates": [[3.92348, -0.29735, 5.49231], [5.00666, -0.73524, 1.02905], [0.03368, 0.10285, -2.90628], [3.13711, -2.46547, -1.40959], [2.16215, -0.30941, -2.79003], [0.14340, -3.09601, -1.28380], [1.87814, -1.24466, 1.74980], [-1.27586, 0.90962, -0.70887], [1.19346, -1.72583, -3.18220], [-0.09109, -2.09828, -0.90810], [-7.56519, 3.33837, -2.75944], [1.13200, -1.18942, -1.10184], [5.60073, -1.89419, 2.24631], [0.30869, 1.15001, -2.77627], [-7.01918, 4.24966, -2.53489], [0.95245, -0.79881, 1.39328], [-1.09302, -0.12537, -2.01925], [3.34192, 1.22747, 4.81672], [1.63672, -1.97214, 2.53335], [4.81769, 0.19257, 3.60045], [-5.28286, 1.02990, -0.20997], [4.95119, 1.14168, 5.52445], [-8.62570, 3.55573, -2.84067], [1.00213, -0.26363, -0.53620], [-0.50364, 2.09471, -0.94966], [3.56730, -3.26238, 1.98822], [-1.45559, -2.05608, -2.61687], [4.70167, -1.43715, 1.82663], [-7.21318, 2.87911, -3.67831], [1.22066, -0.81624, -2.58109], [2.38624, -1.90925, -0.62618], [-1.29208, -1.51616, -1.68041], [4.33285, -3.01797, 0.39040], [4.21493, 0.59317, 4.94239], [-0.30941, -0.04603, -3.93594], [-2.63918, 2.55299, -2.55582], [-5.68549, 1.87422, -1.24674], [3.82045, -2.52676, 1.21845], [-3.00913, 1.29691, -0.88486], [-6.03116, 0.61170, 0.44560], [-1.09114, 0.23301, 0.54955], [3.98108, -0.76057, 2.89087], [5.77802, -0.29680, 3.78399], [-3.94563, 0.74287, -0.03015], [5.01099, 1.09466, 2.99265], [2.59747, -1.94202, 0.70767], [-0.33205, -2.17519, 0.15110], [-5.02268, 3.08300, -2.90466], [-3.39635, 2.13168, -1.91426], [-3.60870, 0.10578, 0.77212], [2.77294, -0.15993, 2.35335], [-7.41466, 2.16880, -1.37839], [-2.20343, -1.57443, -1.08368], [2.22941, 0.33316, 3.15890], [-4.73465, 2.42683, -2.09981], [3.00549, 0.59238, 1.57665]],
  "forces_ev_per_a": [[-0.03, -0.08, 0.09], [0.02, -0.04, 0.02], [0.41, 0.31, -0.32], [0.08, -0.06, -0.33], [-0.01, -0.05, -0.08], [0.03, -0.01, 0.01], [-0.11, 0.42, 0.12], [-0.66, 0.17, -0.38], [0.08, 0.00, -0.02], [0.01, 0.12, 0.10], [0.25, -0.38, 0.41], [0.26, -0.22, -0.28], [0.00, 0.03, -0.03], [0.09, -0.11, -0.22], [0.00, 0.10, -0.09], [0.02, -0.08, -0.05], [-0.08, 0.77, 0.77], [-0.09, 0.08, 0.06], [-0.06, 0.09, -0.02], [-0.06, 0.00, 0.20], [-0.07, 0.13, -0.17], [0.02, 0.10, 0.09], [-0.05, 0.02, -0.01], [0.11, -0.16, 0.06], [-0.04, 0.00, -0.27], [0.04, 0.01, -0.02], [-0.06, 0.06, 0.06], [-0.11, -0.26, -0.02], [0.00, 0.07, -0.11], [0.00, 0.01, 0.21], [-0.37, 0.22, -0.15], [-0.21, -0.44, 0.26], [-0.07, 0.02, 0.15], [0.14, 0.00, -0.25], [0.02, 0.06, 0.09], [0.04, 0.10, -0.16], [-0.17, 0.06, -0.05], [0.45, -0.07, -0.18], [0.47, -0.15, 0.21], [-0.03, -0.08, 0.12], [-0.29, -0.18, -0.14], [0.07, 0.03, -0.08], [-0.01, 0.06, -0.07], [0.12, -0.05, 0.11], [0.06, -0.08, -0.01], [0.22, -0.16, 0.39], [0.00, -0.09, 0.00], [-0.03, 0.06, -0.06], [0.05, 0.08, -0.03], [-0.03, -0.09, 0.12], [-0.23, -0.20, 0.11], [-0.18, 0.11, -0.10], [-0.04, -0.26, -0.10], [-0.02, 0.05, -0.03], [0.09, -0.05, 0.05], [-0.02, 0.00, 0.03]],
  "mulliken_charge": [0.3346, 0.3119, -0.8441, -0.7235, 0.4335, 0.6300, -0.5603, 1.5362, 0.2726, -0.6166, -0.8910, 1.0636, 0.5010, 0.4311, 0.2906, 0.2726, 0.1792, 0.3202, 0.1188, -0.4568, -0.9773, 0.4234, 0.3747, 0.1964, -0.7704, 0.3669, 0.3736, -0.7455, 0.2877, -0.9334, -0.0789, -1.0178, 0.4860, -1.2966, 0.3833, 0.4015, 0.9630, -1.0643, -0.1644, 0.3679, -0.6663, 0.0455, 0.4062, -0.3256, 0.3217, 0.1271, 0.2738, 0.3293, -1.0802, 0.4791, -0.7150, -0.0423, 0.3193, 0.4112, -0.3522, 0.2893]
}


Entry 2:
{
  "formula": "C24H42Cl3CoN4O3Si",
  "method": "ωB97M-V/def2-TZVPD",
  "total_charge": -1,
  "spin_multiplicity": 4,
  "homo_energy_ev": [-4.829, -4.754],
  "energy_ev": -120749.3879,
  "s2": 3.757,
  "lumo_energy_ev": [2.38, 2.38],
  "orbital_gap_ev": [7.210, 7.134],
  "elements": ["H", "C", "H", "C", "N", "H", "H", "H", "H", "C", "H", "C", "O", "C", "C", "N", "C", "H", "C", "C", "C", "H", "C", "C", "H", "H", "C", "C", "H", "H", "C", "H", "H", "H", "C", "H", "O", "H", "H", "Co", "H", "H", "C", "H", "Cl", "H", "H", "O", "H", "N", "H", "C", "H", "C", "Si", "H", "H", "H", "H", "H", "H", "H", "C", "H", "H", "N", "C", "H", "H", "H", "C", "C", "Cl", "H", "H", "Cl", "H", "C"],
  "coordinates": [[-1.80253, -1.10413, -2.68737], [1.05901, -0.01803, -3.20900], [2.35505, -4.75098, 1.84246], [0.43982, 2.65751, 2.18439], [0.17592, -1.39901, 2.44745], [1.51866, 2.39370, 2.09014], [0.88339, -5.35170, 2.63428], [1.03632, 5.76679, 1.37166], [-1.66777, -5.97973, 0.95486], [1.48768, -1.35390, -3.72416], [-1.84049, 3.66945, 2.36289], [2.02431, 3.96200, -1.40525], [0.40132, -0.56032, -0.99195], [-1.01976, -1.81754, 3.04873], [-1.16534, -5.81145, -0.00786], [0.20364, 3.98989, 2.13041], [1.14710, 1.71552, -1.33592], [1.62459, 0.03859, 3.11735], [-0.10609, 2.22473, -1.01488], [0.29836, 0.43561, 5.57340], [0.72545, -0.52427, 3.30175], [0.55827, 5.54681, -1.29299], [0.43224, 0.89852, -3.97732], [-2.69292, -1.01571, -2.05020], [2.31158, -0.10385, -1.47412], [-3.05534, 2.33094, -1.63972], [-1.14413, 4.50970, 2.30982], [2.24014, 2.58070, -1.42992], [1.25928, 0.13503, 6.00989], [-1.34253, 3.97117, -0.89738], [-1.14296, -1.19990, 4.27485], [-0.48755, 0.31215, 6.32210], [-2.68012, -1.81046, -1.30391], [0.81497, -2.13371, -3.34159], [-0.33220, 3.59825, -1.03285], [2.20577, 4.45781, 1.74001], [-0.44735, 1.80920, 2.31366], [-1.87709, -5.34064, -0.70556], [1.45292, -1.38580, -4.81680], [1.06104, -1.66818, 0.62335], [0.19964, 1.89054, -3.57821], [2.87066, 4.64070, -1.52238], [-3.04544, 1.40555, -2.23384], [-1.19069, 5.10283, 3.23372], [-0.97595, -3.03340, 0.22182], [-0.90160, 1.51365, -0.80113], [-2.71447, 1.42651, 0.33287], [-2.86546, -0.58161, 0.74761], [0.94260, 0.85592, -6.11956], [-2.67568, 0.27644, -1.39004], [-0.92629, -6.79464, -0.43318], [0.09712, 0.68459, -5.42267], [-1.94785, -1.21301, 4.99350], [1.28791, 4.95966, 2.07511], [0.42055, -4.69845, 0.26457], [-0.28197, -0.33863, -5.59231], [-1.40491, 5.16639, 1.46856], [1.30879, -7.04953, -0.02561], [-1.72780, -2.45802, 2.55252], [0.34915, 1.48718, 5.26402], [1.09367, -6.28540, -1.61166], [2.52314, -5.90405, -0.63226], [1.27362, -4.58016, 1.95945], [1.45840, 5.40288, 3.07047], [-4.03474, 1.24398, -2.69937], [-0.01658, -0.40601, 4.42869], [0.73022, 4.47186, -1.25196], [-2.31475, 1.50834, -3.05001], [-0.70675, 1.37967, -5.71038], [3.23729, 2.14633, -1.56591], [1.27403, 0.21293, -1.70797], [1.44149, -6.10156, -0.58260], [2.00391, -3.18619, -0.72110], [2.50766, -1.60429, -3.40422], [1.15762, -3.60562, 2.45493], [2.97048, -0.88714, 1.38848], [-3.57671, -1.09242, -2.69925], [-2.75291, 0.36942, -0.01536]],
  "forces_ev_per_a": [[-0.07, -0.02, 0.23], [-0.58, 1.27, -0.02], [-0.38, 0.01, -0.16], [-0.89, -0.83, -0.06], [-0.71, 0.85, 1.81], [-0.40, 0.05, -0.04], [-0.02, 0.05, 0.00], [0.12, -0.30, 0.11], [-0.19, 0.09, -0.17], [-0.17, -0.25, -0.18], [0.15, 0.17, 0.00], [0.08, -0.09, 0.14], [-0.47, -0.51, 0.75], [0.67, 1.05, 0.69], [-0.18, -0.16, 0.25], [0.09, 0.31, 0.15], [0.40, -0.67, -0.29], [0.02, -0.21, 0.06], [-0.12, 0.12, -0.15], [0.07, -0.04, -0.27], [-1.07, -0.85, 0.12], [0.05, -0.16, 0.01], [0.86, -0.43, 0.36], [0.29, 0.05, -0.17], [0.15, 0.32, -0.20], [-0.03, -0.27, -0.22], [0.31, -0.02, -0.08], [-0.32, 0.08, -0.19], [-0.24, 0.10, -0.07], [0.05, 0.11, 0.10], [0.33, -0.34, -0.96], [0.14, 0.06, -0.12], [-0.04, 0.19, -0.17], [0.24, 0.08, 0.06], [0.29, -0.22, 0.09], [-0.28, 0.21, 0.05], [1.04, 1.02, -0.02], [0.19, -0.05, 0.40], [0.07, -0.04, 0.11], [-1.20, 1.72, -1.06], [0.04, -0.41, 0.01], [-0.21, -0.09, 0.03], [0.38, -0.17, 0.11], [-0.09, -0.11, -0.09], [-0.02, 0.29, -0.38], [0.48, 0.23, -0.29], [-0.02, -0.33, -0.02], [0.19, 0.98, -0.59], [-0.30, -0.07, 0.36], [-0.84, 0.20, 0.59], [0.06, 0.14, 0.23], [-0.44, -0.09, -0.48], [0.18, -0.04, 0.01], [-0.10, -0.23, 0.12], [0.32, -2.00, -0.44], [0.17, 0.40, -0.07], [0.03, -0.16, 0.12], [-0.16, 0.41, -0.09], [0.18, 0.02, 0.02], [-0.05, -0.22, 0.10], [0.04, 0.07, 0.23], [-0.24, -0.01, -0.01], [-0.25, 0.02, 0.18], [0.00, -0.03, -0.23], [0.19, 0.07, 0.27], [-0.06, -0.12, -0.40], [0.18, 0.01, -0.07], [-0.08, 0.07, 0.24], [0.21, -0.20, -0.08], [-0.34, 0.28, -0.06], [0.38, 0.22, 0.86], [0.89, 0.09, -0.27], [0.25, -1.16, -0.70], [-0.26, 0.06, 0.06], [-0.05, -0.36, -0.12], [1.58, 0.68, 0.23], [-0.03, -0.05, 0.21], [-0.42, -0.87, -0.41]],
  "mulliken_spin": [0.0009, 0.0068, -0.0002, -0.0008, -0.0138, 0.0006, 0.0008, 0.0000, 0.0001, 0.0003, 0.0000, 0.0011, 0.0747, 0.0112, 0.0009, -0.0001, 0.0016, -0.0021, 0.0012, 0.0002, 0.0161, 0.0000, 0.0010, -0.0004, -0.0059, 0.0000, 0.0000, 0.0011, 0.0000, -0.0001, 0.0025, 0.0001, 0.0003, 0.0006, 0.0000, 0.0000, 0.0004, -0.0003, -0.0005, 2.7232, 0.0001, 0.0002, -0.0003, 0.0000, 0.0412, -0.0093, 0.0000, 0.0005, 0.0001, -0.0008, 0.0005, -0.0004, 0.0001, 0.0000, -0.0058, 0.0001, 0.0000, 0.0006, 0.0013, 0.0001, 0.0000, 0.0000, 0.0159, 0.0000, 0.0000, 0.0014, -0.0005, 0.0001, 0.0001, -0.0007, 0.0003, 0.0014, 0.0601, -0.0010, -0.0071, 0.0821, 0.0004, -0.0020]
}


Entry 3:
{
  "formula": "C4H10N2O",
  "method": "ωB97M-V/def2-TZVPD",
  "spin_multiplicity": 1,
  "homo_energy_ev": -8.776,
  "energy_ev": -9335.3007,
  "lumo_energy_ev": 0.75,
  "orbital_gap_ev": 9.525,
  "elements": ["C", "N", "H", "H", "H", "C", "H", "H", "O", "H", "H", "H", "H", "C", "N", "C", "H"],
  "coordinates": [[-0.14600, 0.88247, -1.40051], [-0.27928, 0.62952, 1.11153], [0.41976, -0.85842, 2.37095], [-1.85261, 0.23690, -0.22419], [-1.15588, -1.15407, 1.75314], [0.40994, -1.74083, 0.39427], [-1.43053, 1.97522, -0.00639], [1.29709, 2.15388, -2.05005], [-0.49041, 0.12925, -2.28720], [1.45135, -1.46765, 0.14866], [0.63519, 1.03760, 0.96527], [-0.13689, -1.64959, -0.54442], [0.39234, -2.79226, 0.67701], [-0.16429, -0.78708, 1.45075], [0.98785, 1.78751, -1.14400], [-1.05060, 0.95633, -0.12455], [1.11298, 0.66123, -1.09026]],
  "forces_ev_per_a": [[-5.50, 1.34, 1.39], [-0.18, 0.10, -0.70], [0.14, 0.13, -0.07], [-0.26, -0.01, -0.12], [0.05, 0.18, -0.22], [0.35, 0.67, -0.49], [-0.02, -0.14, -0.25], [0.57, -0.86, -0.04], [1.42, 1.07, -0.64], [-0.17, -0.16, 0.21], [0.11, 0.10, 0.45], [-0.16, -0.12, 0.02], [-0.01, 0.07, 0.24], [-0.37, -0.53, 0.26], [-1.31, -2.89, -1.11], [1.25, -0.60, 0.63], [4.10, 1.67, 0.44]],
  "mulliken_charge": [0.2605, -0.4036, 0.3245, 0.3439, 0.3053, -0.9122, 0.3232, 0.3050, -0.5508, 0.2567, 0.3176, 0.2293, 0.3664, -0.4586, -0.5639, -0.4847, 0.3414]
}


Entry 4:
{
  "formula": "C3H7N",
  "method": "ωB97M-V/def2-TZVPD",
  "spin_multiplicity": 1,
  "homo_energy_ev": -9.796,
  "energy_ev": -4712.6515,
  "lumo_energy_ev": 0.97,
  "orbital_gap_ev": 10.766,
  "elements": ["H", "H", "H", "C", "H", "C", "H", "H", "H", "C", "N"],
  "coordinates": [[-1.50242, -0.08902, 1.53681], [0.62939, 0.45438, -2.04564], [0.06426, 0.60891, 2.03797], [0.30046, -0.20174, -1.15594], [-0.05176, -0.97134, 1.14606], [-0.16029, 0.71126, -0.08545], [1.02786, 1.38700, 0.23604], [0.66697, -2.07776, -1.69486], [-0.77190, 1.57696, -0.21031], [-0.45293, 0.06120, 1.25330], [0.25036, -1.45984, -1.01798]],
  "forces_ev_per_a": [[0.09, 0.38, -0.34], [-0.03, -1.59, 0.73], [-0.22, -0.21, 0.17], [-0.44, 1.03, -1.77], [-0.08, 0.67, 0.61], [4.11, 1.72, 3.14], [-3.19, -1.87, -1.38], [0.08, 0.40, -0.73], [-0.55, 0.30, -1.19], [0.14, -1.47, 0.04], [0.10, 0.63, 0.71]],
  "mulliken_charge": [0.2773, 0.2930, 0.2774, 0.0217, 0.3025, -0.4952, 0.1698, 0.2304, 0.4246, -0.9408, -0.5605]
}